C11H7NO in the gas phase at a distorted geometry, computed with ωB97M-V with the def2-TZVPD basis set.

```
20
Properties=species:S:1:pos:R:3:forces:R:3:mulliken_charge:R:1
C 0.5828 0.9423 -1.5190 3.82 -1.67 0.73 0.51
C 2.0449 0.7568 -1.1997 1.57 1.26 -1.22 -0.61
C -1.5702 2.9168 1.8812 0.05 1.59 1.33 -1.04
C -3.4979 -3.0744 -0.5252 0.61 1.18 0.33 -0.31
C 0.0664 -2.4400 -0.4303 -2.24 0.26 0.29 -0.63
C 0.9903 -1.5065 -0.7023 4.69 -2.78 -1.49 0.06
C -1.3226 1.7962 1.2767 -0.60 0.01 0.15 -0.65
C -2.5051 -2.3925 -0.3165 -1.12 -2.11 -0.27 -0.75
C -1.1160 -0.5838 0.2414 -2.35 7.94 3.81 0.36
C -1.2639 -1.8768 -0.1241 2.55 -3.12 -1.30 0.31
C -1.2937 0.5494 0.7919 0.93 -3.59 -1.56 1.22
N 1.0111 -0.1915 -0.8760 -1.23 2.19 -0.57 0.01
O -0.2100 1.5383 -2.1166 -2.49 0.96 -0.90 -0.46
H 2.8783 0.5925 -2.0045 -1.86 -0.14 1.18 0.25
H 2.4322 1.3533 -0.3785 0.08 -0.25 0.28 0.24
H -1.6201 3.1404 3.0043 0.11 -1.01 -1.33 0.22
H -1.7144 3.8896 1.3721 0.16 -0.67 -0.25 0.23
H -4.4775 -3.4309 -0.6536 -0.43 -0.42 -0.14 0.46
H 0.3461 -3.4981 -0.4454 -0.38 0.51 -0.12 0.38
H 2.0605 -1.8330 -1.0389 -1.87 -0.12 1.07 0.18
```
Forces are in eV/Å.

The largest force on an atom is 9.1 eV/A. For the electronic energy, the calculation gives -15046.6970 eV. As for the spin multiplicity: 3. The gap between HOMO and LUMO (alpha / beta) comes out at 6.47 / 6.71 eV.